[1]
Density functional theory data (ωB97M-V/def2-TZVPD) for a structure of composition C26H29ClN4SSbV.

Structure (XYZ):
```
63
C26H29ClN4SSbV (ωB97M-V/def2-TZVPD)
V 0.730 0.539 1.893
N 1.711 1.828 3.754
N 1.269 3.147 3.684
C 0.049 3.464 3.110
N -0.570 4.571 3.425
S -0.550 2.537 1.838
H 1.385 1.349 4.559
H 2.702 1.825 3.646
H 1.493 3.712 4.485
H -0.226 5.169 4.158
H -1.383 4.808 2.866
N 2.666 0.501 0.923
H 3.507 0.959 1.333
H 2.522 1.162 0.104
H 3.020 -0.365 0.516
Cl 3.535 -4.158 0.047
C 2.518 -3.261 1.079
C 3.094 -2.369 1.951
C 2.245 -1.551 2.760
C 0.829 -1.657 2.677
C -0.016 -0.783 3.353
C 0.293 -2.695 1.796
C 1.114 -3.458 1.022
H 4.133 -2.168 1.914
H 2.690 -0.863 3.446
H 0.316 -0.517 4.314
H -1.056 -0.990 3.363
H -0.771 -2.855 1.731
H 0.733 -4.246 0.346
C 0.520 -4.201 -3.438
C 1.188 -3.014 -3.735
C 0.903 -1.900 -2.937
C -0.036 -1.923 -1.872
C -0.634 -3.151 -1.609
C -0.310 -4.259 -2.334
Sb -0.471 -0.197 -0.615
C -2.544 -0.159 -0.890
C -3.070 -0.536 -2.085
C -4.444 -0.419 -2.380
C -5.263 0.114 -1.417
C -4.713 0.565 -0.194
C -3.391 0.440 0.054
C 0.015 1.494 -1.719
C 1.354 1.803 -1.982
C 1.685 3.019 -2.580
C 0.676 3.937 -2.876
C -0.639 3.631 -2.509
C -0.991 2.387 -2.017
H 0.763 -5.149 -3.977
H 1.885 -2.918 -4.571
H 1.452 -0.979 -3.068
H -1.365 -3.184 -0.825
H -0.826 -5.188 -2.108
H -2.467 -1.037 -2.826
H -4.850 -0.705 -3.325
H -6.343 0.156 -1.572
H -5.346 1.002 0.576
H -2.937 0.830 0.986
H 2.178 1.134 -1.835
H 2.677 3.196 -2.858
H 0.875 4.987 -3.231
H -1.492 4.367 -2.695
H -2.021 2.221 -1.630
```

Calculated values
calculated total energy: -88960.8040 eV
spin multiplicity: 3
HOMO-LUMO gap (spin up / spin down): 7.418 / 7.887 eV
charge: +2
expectation value of S²: 2.147
energy above the lowest of the compared OMol25 structures with the same formula, charge and spin: 0.00 kcal per mole
maximum force: 3.451 eV/A

Atomic partial charges in e from the Mulliken method, atoms 1 to 2: 0.22, -0.34

***

[2]
Density functional theory data (ωB97M-V/def2-TZVPD) for an isolated molecule of C13H12N6O2S2.

Structure (XYZ):
```
35
C13H12N6O2S2 (ωB97M-V/def2-TZVPD)
C 0.615 0.077 -2.336
C 1.413 1.113 -2.166
C 1.673 1.825 -0.866
N 0.953 1.256 0.239
C -0.282 1.622 0.677
S -1.204 2.932 -0.006
C -2.762 2.604 0.869
C -3.200 1.153 0.807
O -3.866 0.642 1.671
N -2.839 0.487 -0.334
C -2.930 -0.873 -0.429
N -2.369 -1.553 -1.376
N -2.563 -2.860 -1.252
C -3.264 -3.178 -0.228
S -3.785 -1.832 0.747
N -0.700 0.829 1.628
N 0.249 -0.086 1.832
C 1.240 0.151 1.004
C 2.426 -0.647 0.934
C 2.756 -1.758 1.670
C 4.022 -2.170 1.204
C 4.370 -1.289 0.226
O 3.415 -0.362 0.054
H 0.482 -0.376 -3.302
H 0.058 -0.384 -1.536
H 1.956 1.539 -2.998
H 1.369 2.875 -0.959
H 2.744 1.796 -0.643
H -3.510 3.244 0.398
H -2.652 2.883 1.917
H -2.290 0.950 -1.049
H -3.508 -4.191 0.020
H 2.154 -2.200 2.435
H 4.593 -3.007 1.548
H 5.238 -1.214 -0.399
```

Calculated values
calculated total energy: -48380.0426 eV
spin multiplicity: 1
HOMO-LUMO gap: 8.548 eV
charge: 0
energy above the lowest of the compared OMol25 structures with the same formula, charge and spin: 17.17 kcal per mole
SMILES: C=CCn1c(SCC(=O)Nc2nncs2)nnc1-c1ccco1
maximum force: 1.630 eV/A

Atomic partial charges in e from the Mulliken method, atoms 1 to 2: -0.81, 0.16

***

[3]
Density functional theory data (ωB97M-V/def2-TZVPD) for a cluster of 9 separate species, C16H36BF4N4O4 in total.

Structure (XYZ):
```
65
C16H36BF4N4O4 (ωB97M-V/def2-TZVPD)
B 31.865 -41.829 83.831
F 31.515 -42.539 84.901
F 30.951 -40.715 83.799
F 33.172 -41.565 83.738
F 31.512 -42.633 82.704
C 31.316 -43.572 88.068
C 29.939 -43.699 88.774
N 28.881 -43.737 89.194
H 31.335 -42.546 87.669
H 31.970 -43.532 88.967
H 31.472 -44.332 87.496
C 32.992 -39.662 86.676
C 33.777 -38.477 86.123
N 34.291 -37.559 85.621
H 33.859 -40.335 86.483
H 32.843 -39.362 87.686
H 32.185 -40.069 86.060
C 31.887 -42.027 78.967
C 30.717 -42.299 78.123
N 29.737 -42.521 77.546
H 31.852 -42.072 79.944
H 32.696 -42.806 78.614
H 32.411 -41.102 78.701
C 33.400 -37.951 82.468
C 33.430 -38.449 81.015
N 33.262 -38.747 79.866
H 32.546 -38.544 83.071
H 34.358 -38.089 82.955
H 32.892 -36.881 82.849
C 28.200 -39.677 80.244
C 29.582 -39.977 80.898
O 29.439 -41.323 81.262
H 27.676 -40.158 79.462
H 28.346 -38.609 80.031
H 27.493 -39.545 81.242
H 29.759 -39.364 81.826
H 30.393 -39.991 80.178
H 29.969 -41.524 82.006
C 37.646 -43.151 84.924
C 36.185 -42.799 84.955
O 35.911 -41.959 83.798
H 37.937 -43.714 84.137
H 37.624 -43.778 85.903
H 38.288 -42.216 85.099
H 35.965 -42.335 85.999
H 35.646 -43.687 84.773
H 34.811 -41.870 84.030
C 28.595 -40.314 87.132
C 28.679 -41.227 85.867
O 28.541 -40.450 84.636
H 29.371 -39.535 86.960
H 28.874 -40.735 87.944
H 27.584 -40.067 87.341
H 27.850 -41.902 85.747
H 29.629 -41.981 86.237
H 29.371 -40.312 84.479
C 32.311 -47.526 83.553
C 31.970 -45.895 83.509
O 32.095 -45.447 84.800
H 31.556 -48.007 84.146
H 33.362 -47.710 83.744
H 32.175 -47.907 82.519
H 31.022 -45.727 83.038
H 32.665 -45.587 82.887
H 31.836 -44.512 84.667
```

Calculated values
calculated total energy: -42872.9419 eV
spin multiplicity: 1
HOMO-LUMO gap: 9.162 eV
charge: -1
energy above the lowest of the compared OMol25 structures with the same formula, charge and spin: 32.22 kcal per mole
maximum force: 8.832 eV/A

Atomic partial charges in e from the Mulliken method, atoms 1 to 2: 0.55, -0.41

***

[4]
Density functional theory data (ωB97M-V/def2-TZVPD) for an isolated molecule of C18H21ClN2O5.

Structure (XYZ):
```
47
C18H21ClN2O5 (ωB97M-V/def2-TZVPD)
C -3.016 -3.649 8.236
O -2.107 -4.237 7.337
C -1.858 -3.604 6.160
C -2.432 -2.408 5.754
C -2.102 -1.851 4.526
C -1.197 -2.468 3.678
O -0.806 -2.007 2.455
C -1.348 -0.797 1.992
C -0.740 -0.508 0.662
C 0.431 -0.899 0.082
C 0.403 -0.263 -1.186
C 1.445 -0.322 -2.246
O 2.502 -0.896 -2.090
N 1.060 0.288 -3.385
C 1.966 0.516 -4.479
C 2.103 2.010 -4.804
C 0.838 2.592 -5.449
C 1.028 4.089 -5.686
C 1.412 4.757 -4.367
C 2.638 4.053 -3.786
O 2.411 2.676 -3.596
N -0.697 0.440 -1.319
O -1.412 0.294 -0.183
C -0.623 -3.676 4.097
Cl 0.503 -4.458 3.056
C -0.944 -4.237 5.312
H -2.675 -2.662 8.564
H -4.016 -3.562 7.799
H -3.056 -4.319 9.093
H -3.141 -1.888 6.377
H -2.571 -0.921 4.245
H -1.115 0.027 2.687
H -2.440 -0.860 1.882
H 1.192 -1.538 0.473
H 0.191 0.800 -3.357
H 2.932 0.113 -4.164
H 1.626 -0.016 -5.374
H 2.942 2.134 -5.513
H 0.640 2.075 -6.389
H -0.012 2.441 -4.782
H 0.112 4.529 -6.085
H 1.825 4.244 -6.418
H 1.633 5.814 -4.517
H 0.585 4.671 -3.660
H 2.889 4.447 -2.800
H 3.499 4.199 -4.458
H -0.497 -5.166 5.625
```

Calculated values
calculated total energy: -44745.3585 eV
spin multiplicity: 1
HOMO-LUMO gap: 9.045 eV
charge: 0
energy above the lowest of the compared OMol25 structures with the same formula, charge and spin: 64.12 kcal per mole
SMILES: COc1ccc(OCc2cc(C(=O)NC[C@H]3CCCCO3)no2)c(Cl)c1
maximum force: 1.131 eV/A

Atomic partial charges in e from the Mulliken method, atoms 1 to 2: -0.82, -0.44

***

[5]
Density functional theory data (ωB97M-V/def2-TZVPD) for a cluster of 3 separate species, C15H34NO4S in total.

Structure (XYZ):
```
55
C15H34NO4S (ωB97M-V/def2-TZVPD)
C 0.215 3.249 -0.817
C -0.309 2.227 -1.839
S -1.139 0.802 -1.125
C 0.157 0.100 -0.078
N 1.426 -0.106 -0.801
C 1.533 -0.802 -1.865
C 2.896 -0.757 -2.449
C 3.627 0.269 -1.545
C 2.701 0.460 -0.344
H -0.081 4.252 -1.118
H -0.195 3.085 0.176
H 1.302 3.257 -0.778
H 0.505 1.919 -2.494
H -1.066 2.680 -2.474
H 0.349 0.764 0.759
H -0.204 -0.859 0.277
H 0.680 -1.314 -2.293
H 2.774 -0.358 -3.458
H 3.364 -1.735 -2.525
H 4.606 -0.083 -1.238
H 3.806 1.178 -2.112
H 2.574 1.468 0.038
H 3.041 -0.146 0.497
C -1.017 2.141 5.821
O 0.317 1.672 5.696
C 0.621 1.126 4.434
C 1.369 2.109 3.558
O 0.586 3.239 3.222
C 0.873 4.382 4.018
H -1.061 2.757 6.717
H -1.314 2.744 4.960
H -1.711 1.303 5.934
H -0.292 0.789 3.928
H 1.258 0.250 4.599
H 1.639 1.605 2.619
H 2.297 2.416 4.050
H 1.811 4.847 3.702
H 0.936 4.126 5.077
H 0.061 5.091 3.872
C -2.835 -4.350 -0.960
O -3.550 -3.497 -1.834
C -2.785 -2.437 -2.363
C -2.274 -2.721 -3.757
O -1.337 -3.783 -3.773
C -1.887 -5.026 -4.189
H -3.431 -5.249 -0.819
H -1.864 -4.632 -1.374
H -2.690 -3.870 0.015
H -1.938 -2.207 -1.701
H -3.430 -1.553 -2.397
H -1.755 -1.828 -4.127
H -3.110 -2.924 -4.431
H -2.042 -5.035 -5.272
H -2.834 -5.233 -3.687
H -1.170 -5.803 -3.930
```

Calculated values
calculated total energy: -36612.6668 eV
spin multiplicity: 1
HOMO-LUMO gap: 7.490 eV
charge: +1
energy above the lowest of the compared OMol25 structures with the same formula, charge and spin: 42.63 kcal per mole
maximum force: 0.745 eV/A

Atomic partial charges in e from the Mulliken method, atoms 1 to 2: -0.91, -0.46

***

[6]
Density functional theory data (ωB97M-V/def2-TZVPD) for an isolated molecule of C3H6BrO3P.

Structure (XYZ):
```
14
C3H6BrO3P (ωB97M-V/def2-TZVPD)
O 0.931 -0.749 1.635
P 0.859 -0.809 0.190
O -0.037 -2.031 -0.548
O 2.311 -0.918 -0.530
C 0.285 0.749 -0.451
C -0.764 1.417 0.448
C -1.973 0.939 0.673
Br -2.728 -0.311 -0.491
H 0.165 -2.786 0.058
H 2.619 -1.148 -1.431
H 1.281 1.379 -0.494
H -0.092 0.516 -1.472
H -0.308 2.297 1.025
H -2.547 1.456 1.389
```

Calculated values
calculated total energy: -88683.2969 eV
spin multiplicity: 1
HOMO-LUMO gap: 9.771 eV
charge: 0
energy above the lowest of the compared OMol25 structures with the same formula, charge and spin: 7.85 kcal per mole
SMILES: O=P(O)(O)C/C=C\Br
maximum force: 2.825 eV/A

Atomic partial charges in e from the Mulliken method, atoms 1 to 2: -0.62, 0.96